1.
Molecular formula: C5H9FO2
Method: DFT, wB97M-V/def2-TZVPD

```
17
Properties=species:S:1:pos:R:3:nbo_charge:R:1
C 2.261 -0.948 0.054 -0.2745
C 0.452 0.453 0.104 0.3393
C 0.237 1.864 -0.323 0.0218
C -1.552 -0.644 0.292 0.1503
C -2.771 -0.901 -0.388 -0.5062
H 1.483 -1.805 0.005 0.1897
H 3.211 -1.055 -0.550 0.2096
H 2.552 -0.859 1.182 0.1659
H 0.531 0.226 1.165 0.1421
H 0.336 1.875 -1.468 0.1927
H 0.921 2.496 0.272 0.1821
H -1.358 -0.523 1.486 0.1740
H -3.608 -1.042 0.315 0.2001
H -2.944 -1.224 -1.382 0.2164
O 1.665 0.198 -0.494 -0.5246
O -0.434 -0.436 -0.373 -0.5159
F -0.983 2.324 0.104 -0.3628
```

Computed properties:
- SMILES: C=CO[C@H](CF)OC
- Gap between HOMO and LUMO: 0.35766 Ha
- F_max: 5.38 eV/Å
- Charge: 0
- Highest occupied orbital energy: -8.8 eV
- DFT total energy: -12140.418 eV

***

2.
Molecular formula: C25H29Cl5NO6SV
Method: DFT, wB97M-V/def2-TZVPD

```
68
Properties=species:S:1:pos:R:3:mulliken_spin:R:1
V -1.170 0.819 -1.050 1.1290
C 1.487 0.402 -1.150 0.0071
C 1.938 0.495 0.129 -0.0182
C 1.152 -0.494 0.939 -0.0428
C 0.281 -1.099 0.089 -0.0032
C 0.399 -0.576 -1.276 -0.0673
C 0.459 -1.591 -2.439 0.0317
C 1.686 -2.483 -2.182 -0.0079
C -0.791 -2.469 -2.472 -0.0032
C 0.642 -0.932 -3.808 -0.0004
C 1.139 -0.825 2.431 -0.0070
C 0.335 -2.114 2.669 -0.0012
C 0.437 0.284 3.229 -0.0059
C 2.540 -1.093 2.994 -0.0034
C 3.081 1.450 0.481 -0.0026
C 2.832 2.283 1.744 -0.0030
C 3.289 2.463 -0.657 -0.0007
C 4.391 0.654 0.613 -0.0060
H 1.846 0.980 -1.985 -0.0045
H -0.444 -1.849 0.361 0.0025
H 1.656 -2.917 -1.181 0.0004
H 2.612 -1.913 -2.278 0.0003
H 1.711 -3.298 -2.911 0.0001
H -0.879 -3.081 -1.572 -0.0001
H -0.741 -3.143 -3.332 0.0001
H -1.698 -1.871 -2.558 0.0031
H 1.426 -0.172 -3.793 -0.0007
H -0.270 -0.464 -4.168 0.0009
H 0.940 -1.696 -4.531 -0.0002
H -0.715 -1.994 2.400 0.0003
H 0.374 -2.361 3.732 0.0001
H 0.745 -2.955 2.106 0.0001
H -0.604 0.376 2.922 0.0006
H 0.888 1.263 3.093 0.0018
H 0.471 0.039 4.295 -0.0002
H 3.060 -1.855 2.406 0.0003
H 2.448 -1.463 4.018 0.0000
H 3.167 -0.207 3.029 -0.0001
H 1.929 2.890 1.648 0.0010
H 3.673 2.966 1.886 -0.0001
H 2.745 1.686 2.645 -0.0001
H 2.378 3.019 -0.878 0.0002
H 3.637 1.979 -1.572 0.0001
H 4.059 3.176 -0.355 0.0000
H 4.368 -0.065 1.428 0.0010
H 5.225 1.340 0.788 -0.0003
H 4.588 0.106 -0.311 0.0005
O -1.090 3.116 2.229 0.0022
C -0.987 2.599 1.143 -0.0070
O -1.387 1.399 0.822 -0.0004
C -0.318 3.296 -0.061 0.0072
O 0.275 4.342 -0.008 0.0007
O -0.448 2.577 -1.164 -0.0382
Cl -8.106 -0.474 1.297 0.0013
C -6.478 -0.425 0.726 0.0130
C -5.917 0.771 0.290 -0.0051
Cl -6.863 2.211 0.320 -0.0005
C -4.606 0.814 -0.172 0.0128
Cl -3.942 2.312 -0.710 0.0049
C -3.812 -0.347 -0.217 -0.0026
O -2.587 -0.375 -0.644 -0.0331
C -4.401 -1.545 0.238 0.0083
Cl -3.424 -2.965 0.220 0.0006
C -5.707 -1.585 0.698 -0.0048
Cl -6.381 -3.076 1.244 -0.0005
O -2.367 1.042 -5.211 0.0636
S -2.480 1.616 -3.877 0.0854
N -1.697 1.010 -2.780 -0.1099
```

Computed properties:
- Multiplicity: 2
- Gap between HOMO and LUMO (spin up / spin down): 0.27980 / 0.28598 Ha
- F_max: 2.19 eV/Å
- Charge: -1
- Highest occupied orbital energy (spin up / spin down): -6.0 / -6.0 eV
- DFT total energy: -139310.765 eV

***

3.
Molecular formula: C5H11ClN2O
Method: DFT, wB97M-V/def2-TZVPD

```
20
Properties=species:S:1:pos:R:3:nbo_charge:R:1
C -1.976 0.258 0.780 -0.1137
C -0.827 0.299 -0.259 0.1375
C -1.073 0.467 -1.774 -0.6352
C 0.922 0.627 1.636 -0.7087
C 0.369 0.956 0.276 0.1016
N 1.348 -1.752 -1.032 -0.5947
N 1.896 -0.542 -0.751 -0.4421
O -1.200 -0.870 0.411 -0.4894
Cl 0.796 2.542 -0.402 -0.0267
H -1.662 0.511 1.779 0.1808
H -2.906 0.485 0.417 0.1869
H -1.675 -0.210 -2.199 0.2162
H -0.147 0.370 -2.237 0.2315
H -1.513 1.398 -2.045 0.2281
H 0.617 1.343 2.432 0.2088
H 0.437 -0.316 1.987 0.2445
H 2.028 0.736 1.678 0.2289
H 0.536 -1.887 -1.645 0.3741
H 1.329 -2.426 -0.300 0.3441
H 2.662 -0.572 -0.136 0.3273
```

Computed properties:
- Gap between HOMO and LUMO (spin up / spin down): 0.28236 / 0.31307 Ha
- F_max: 4.03 eV/Å
- Charge: 0
- Highest occupied orbital energy (spin up / spin down): -6.8 / -7.6 eV
- DFT total energy: -22908.087 eV

***

4.
Molecular formula: C4H10N3S
Method: DFT, wB97M-V/def2-TZVPD

```
18
Properties=species:S:1:pos:R:3:nbo_charge:R:1
C 0.803 0.029 3.554 0.3143
C -0.316 -0.216 1.594 -0.0546
C -1.543 0.220 -1.664 -0.6268
C -0.149 -0.366 -1.436 -0.1473
N 1.986 0.353 3.643 -0.5974
N -1.402 -0.797 1.812 -0.6432
N 0.933 0.245 -2.279 -0.7041
S 0.638 0.116 0.221 0.1742
H -0.049 0.185 4.198 0.2246
H -1.502 1.204 -1.178 0.2412
H -1.626 0.123 -2.738 0.2244
H -2.227 -0.422 -1.169 0.2467
H -0.201 -1.382 -1.612 0.2243
H 2.934 0.305 3.255 0.4476
H -2.001 -1.008 1.000 0.3305
H 1.298 1.042 -1.605 0.4551
H 1.792 -0.318 -2.524 0.4618
H 0.631 0.687 -3.072 0.4288
```

Computed properties:
- Gap between HOMO and LUMO: 0.27784 Ha
- F_max: 4.44 eV/Å
- Charge: +1
- Highest occupied orbital energy: -11.2 eV
- DFT total energy: -19604.137 eV

***

5.
Molecular formula: C6H10S2
Method: DFT, wB97M-V/def2-TZVPD

```
18
Properties=species:S:1:pos:R:3:nbo_charge:R:1
C 0.514 1.322 -1.236 -0.6630
C -0.359 0.125 -0.665 0.0783
C -0.844 -0.890 -1.786 -0.6535
C -0.616 -0.019 0.723 -0.2459
C -1.569 -0.934 1.386 -0.6591
C 2.051 0.441 1.808 -0.4415
H 1.652 0.795 -1.127 0.2091
H 0.788 2.148 -0.700 0.2332
H 0.465 1.713 -2.342 0.2346
H -0.969 -0.107 -2.801 0.2223
H -1.642 -1.449 -1.338 0.2312
H 0.066 -1.364 -2.238 0.2394
H -2.257 -0.398 2.067 0.2360
H -1.200 -1.591 2.195 0.2330
H -2.028 -1.633 0.619 0.2140
H 2.349 -0.141 0.900 0.2043
S 0.222 0.943 1.942 0.2858
S 3.378 1.041 2.594 0.0419
```

Computed properties:
- SMILES: CC(C)=C(C)SC=S
- Gap between HOMO and LUMO: 0.29910 Ha
- F_max: 5.80 eV/Å
- Charge: 0
- Highest occupied orbital energy: -8.5 eV
- DFT total energy: -28050.720 eV

***

6.
Molecular formula: C3H5N3
Method: DFT, wB97M-V/def2-TZVPD

```
11
Properties=species:S:1:pos:R:3:nbo_charge:R:1
N 1.566 0.212 0.583 -0.7854
C 0.287 -0.084 0.174 0.1911
C -0.504 0.723 -0.805 -0.3635
N -1.806 0.049 -0.871 -0.1601
N -1.746 -1.012 -0.199 -0.1360
C -0.496 -1.149 0.445 -0.2172
H 1.890 -0.316 1.381 0.3871
H 1.795 1.193 0.658 0.3849
H -0.607 1.794 -0.604 0.2337
H -0.082 0.613 -1.812 0.2554
H -0.297 -2.022 1.052 0.2100
```

Computed properties:
- SMILES: NC1=CN=NC1
- Gap between HOMO and LUMO: 0.34629 Ha
- F_max: 0.33 eV/Å
- Charge: 0
- Highest occupied orbital energy: -8.7 eV
- DFT total energy: -7660.785 eV